Computed, not measured: a molecular structure, C15H26F2O9STl at a distorted geometry, with ωB97M-V/def2-TZVPD.

Summary:
- ΔE to the lowest compared entry with this formula, charge and spin: 32.2 kJ/mol
- Total charge: +1

```
54
Properties=species:S:1:pos:R:3:mulliken_charge:R:1
O 3.5879 0.0373 1.3483 -0.189
C -3.3679 3.8839 0.5291 -0.469
O -1.5965 0.6872 -0.3598 -0.302
O -2.3282 3.0786 0.9498 -0.143
H 5.5051 0.5041 0.6329 0.308
H 0.6871 -5.3539 -2.8887 0.350
F 1.4594 0.0829 3.9626 -0.399
C -0.4388 -4.2357 -0.0460 0.639
H -5.0925 4.4199 1.8457 0.291
O 1.4781 1.4042 1.1598 -0.396
Tl -0.2719 -0.7319 1.8007 1.531
C -1.8705 0.5625 -1.5093 0.255
H 2.7967 2.1322 -1.4391 0.399
H -1.8139 1.2942 -4.4691 0.296
C -2.5418 0.9683 -3.7262 -0.558
C -2.4716 -0.5725 -3.3978 -0.392
H -4.0507 3.3366 -0.1208 0.283
H -1.7560 -1.0753 -4.0483 0.281
H 2.2917 0.4615 -1.4020 0.237
C 5.0372 0.0428 1.5026 -0.334
H 6.3332 0.1705 3.1878 0.352
O -0.6054 -4.2833 -1.3972 -0.280
O -0.9862 -3.3167 0.6158 -0.682
C 1.2439 -5.5927 -0.8674 -0.522
H -3.4409 -1.0535 -3.2661 0.273
C -2.4811 2.7057 2.1392 0.373
H 1.0550 -4.8908 1.2077 0.261
H 4.0805 0.9816 -1.1805 0.322
C 3.0215 1.1620 -0.9961 -0.884
H -0.0194 -6.1761 0.6706 0.286
H 5.3035 -1.0078 1.3865 0.395
C -4.0027 4.4364 1.8484 -0.533
H -3.0357 4.7167 -0.0907 0.370
H -3.1877 2.2709 -1.9364 0.069
H 5.5776 1.7860 2.8048 0.311
O -1.7335 -0.5830 -2.1918 -0.313
H -3.2871 3.8537 3.8292 0.318
C 0.1427 -5.3958 -1.9454 -0.506
H 1.6829 -6.5726 -1.0551 0.370
H 4.6385 0.5567 3.4640 0.285
H 2.0015 -4.8576 -1.1391 0.252
F 1.4140 -1.5844 -0.3786 -0.527
C 5.4736 0.7013 2.7786 -1.101
H -0.5862 -6.1997 -2.0483 0.313
O 3.8212 2.5314 1.1446 -0.587
H -3.6616 5.4099 2.2007 0.301
S 2.8968 1.4328 0.7813 1.002
C -2.3875 1.6560 -2.3484 -0.127
O -1.7104 1.7344 2.4557 -0.563
H -1.6236 2.4327 -2.3143 0.289
H -3.5767 1.1533 -4.0140 0.323
C -3.6263 3.4046 2.8957 -0.382
C 0.5194 -5.2864 0.3447 -0.432
H -4.4962 2.7771 3.0896 0.285
```

***

Computed, not measured: 2 unconnected molecules or ions with the total composition C24H30N3O2S2 at a distorted geometry, with ωB97M-V/def2-TZVPD.

Summary:
- Total charge: +1

```
61
Properties=species:S:1:pos:R:3:mulliken_charge:R:1
N -2.9586 0.9355 0.2230 0.302
C -1.0047 2.3315 3.2284 -0.890
H 3.3956 -3.9657 -3.7612 0.331
H -4.9379 0.0461 0.2198 0.408
C -0.6413 1.6630 0.8251 -1.019
S -2.4734 -1.1824 -4.1127 -0.114
H 1.1851 -3.4863 5.5419 0.315
H -3.7227 1.4074 2.3675 0.386
H -0.6122 -1.0776 -1.7136 0.113
C -3.3665 0.0396 -3.0394 -0.228
C -3.8568 -0.6532 -1.6418 -0.550
N -1.5661 1.7904 1.9478 0.202
C 0.2391 -1.6947 -2.1497 0.408
H 2.6620 -2.8016 6.1952 0.284
C 1.6589 0.0637 5.6964 0.817
H 3.4524 0.9265 6.4167 0.312
H 3.2920 2.8671 -1.9099 0.337
H -2.7556 0.9523 -2.7263 0.057
H -3.0576 -1.3664 -1.2247 0.248
C 1.8810 1.4270 -3.1027 -0.356
C 2.5280 -3.3673 -3.3198 -0.456
H 3.7250 -0.6344 5.6906 0.349
N 0.3148 -0.1852 -4.3958 0.212
O 1.2077 -0.9001 4.8711 -0.383
H -4.8415 -1.1962 -1.8760 0.417
H -4.6337 1.3831 -1.0147 0.270
H 0.3265 -3.1463 -0.2507 0.340
H 1.4282 4.8039 -1.6827 0.369
H -0.4130 3.2736 2.9566 0.303
C -0.2186 3.5755 -2.9103 -0.619
H 2.7505 -3.9050 4.8120 0.355
C 2.1696 -3.0992 5.2673 -0.993
H 2.4469 -4.6067 -1.3755 0.312
O 0.9348 0.9901 5.9957 -0.564
C 2.0312 -1.9337 4.3088 -0.343
H -1.1752 0.9569 -1.2937 0.085
H 0.4716 1.8896 0.7504 0.396
H 2.9359 -0.5398 7.2849 0.286
C -0.5997 2.2482 -3.6526 -0.093
C -2.8841 1.3627 1.5973 -0.159
C 0.7662 -2.8933 -1.2861 -0.684
H -1.8719 2.6311 3.9334 0.291
C 1.9417 -2.1882 -4.1353 -0.290
C -1.0359 -0.3925 -4.9684 -0.096
C 0.4689 1.1264 -3.7398 0.616
C 1.9498 -3.7170 -1.8999 -0.388
C 2.2442 2.7424 -2.3737 -0.459
H -0.3090 1.5756 3.7338 0.361
H -0.9994 4.4087 -2.8434 0.319
C 0.7710 -1.3126 -3.5537 -0.406
H 1.5211 -2.2732 3.4040 0.267
H -1.6371 2.0872 -4.1224 0.438
C -4.1639 0.4501 -0.5174 -0.663
S -1.2658 0.1188 -6.5608 -0.040
C -1.6032 1.1320 -0.2539 0.441
H 2.9961 -1.5354 3.9876 0.359
H 2.6931 0.6187 -3.1890 0.302
C 1.1580 3.8534 -2.2468 -0.554
C 3.0249 -0.0711 6.3032 -1.046
H -4.3465 0.3665 -3.5621 0.407
H 2.3803 -1.9194 -5.1521 0.375
```

***

Computed, not measured: a gas-phase ion, C4H12N3 (charge +1) at a distorted geometry, with ωB97M-V/def2-TZVPD.

Summary:
- SMILES: [H]/N=C\NCCC[NH3+]
- ΔE to the lowest compared entry with this formula, charge and spin: 229.9 kJ/mol
- Total charge: +1

```
19
Properties=species:S:1:pos:R:3:mulliken_charge:R:1
H 2.1389 1.5792 0.6941 0.234
H -0.3230 -0.2326 -2.6781 0.327
H -2.1373 -1.4819 -0.9855 0.362
N 1.6698 0.7444 1.0167 -0.225
C 0.1594 -0.4254 -0.5675 -0.573
H -0.9050 1.0494 -1.7043 0.363
N 1.2694 -0.2824 3.1391 -0.612
C 2.0026 0.2775 2.2890 0.064
H 1.1161 -0.7022 -1.0141 0.348
H -2.3012 -1.1121 -2.6029 0.350
C 0.3003 0.6532 0.5363 -0.690
H -0.2073 -1.3498 -0.1236 0.339
H 3.0635 0.3066 2.5133 0.388
C -0.7878 -0.0327 -1.7269 -0.558
H -0.4185 0.4611 1.3274 0.154
N -2.1229 -0.7241 -1.6740 -0.274
H 0.2637 -0.3016 3.0344 0.218
H 0.0772 1.6052 0.0548 0.415
H -2.8579 -0.0317 -1.5283 0.371
```

***

Computed, not measured: 3 unconnected molecules or ions with the total composition C41H29Cl2NO7S at a distorted geometry, with ωB97M-V/def2-TZVPD.

Summary:
- SMILES: CCSCC1=C([C@@H](Cl)[C@@H](C)Cl)C(=O)C(N=C=O)=CC1=O.O=C1c2ccccc2C(=O)c2ccccc21.O=C1c2ccccc2C(=O)c2ccccc21
- Total charge: 0

```
81
Properties=species:S:1:pos:R:3:mulliken_charge:R:1
H -3.6945 4.1259 -0.4725 0.339
C 5.5287 0.3992 5.0226 -0.573
H 6.3412 7.9479 5.1373 0.393
C 6.1593 4.1107 5.6991 0.153
C -0.1400 0.3505 -2.0070 -0.387
H -4.7025 1.7575 0.9566 0.421
C -1.4058 -3.2725 -3.1897 -0.146
C -2.8285 2.1065 -1.3555 0.568
O -4.6118 -5.6211 -1.8647 -0.671
C -1.2117 -0.2973 -1.2023 0.499
H -5.9443 -10.2437 -2.4956 0.391
O -3.7101 -0.3196 -0.7245 -0.551
H -2.4322 5.0251 -2.0671 0.231
H -5.6714 -7.8873 -1.7847 0.448
C -2.6661 -5.3409 -3.1500 0.170
O 0.3397 2.1548 -3.7463 -0.552
C 4.2643 1.5424 2.8114 -0.676
H 0.0647 -5.6136 -5.1707 0.456
H -5.3624 4.4781 1.3141 0.310
H 1.6642 3.0710 -0.5934 0.198
H 7.3287 6.9459 7.1842 0.390
C 5.5057 1.7921 4.8743 0.331
H 0.1309 2.9594 0.5839 0.174
O 6.6429 2.1497 6.8974 -0.675
H -4.4021 -11.2244 -4.1776 0.389
C -5.1597 2.4267 0.1079 0.137
C -3.0670 -8.0961 -3.9727 0.140
C 0.3970 5.0847 -0.4042 -0.503
H 3.8049 -0.4794 2.2222 0.505
Cl -5.0132 3.5328 -2.4781 -0.097
H -3.2100 -3.5564 -2.0497 0.588
C 4.8899 3.8258 3.5742 0.520
O 1.5100 -2.3985 -0.2830 -0.451
C -1.7190 2.7479 -2.1635 0.136
C -1.6579 4.3261 -2.5952 -0.633
C 6.2834 6.8740 5.3004 -0.473
H -0.5315 5.3995 0.2471 0.277
C 5.6476 6.0604 4.3613 -0.513
H 5.2098 6.5077 3.4705 0.446
C 0.9837 3.6540 0.1613 -0.581
C 4.2840 0.1553 2.9645 -0.496
S 0.0505 5.1069 -2.2527 -0.084
C -0.4833 -3.8519 -4.0604 -0.719
H 6.0220 -0.0551 5.8805 0.451
H 0.3721 -3.2771 -4.4086 0.420
C 5.5800 4.6766 4.5641 0.244
C -3.9502 -7.5371 -3.0499 0.232
C 4.9219 -0.4164 4.0650 -0.525
C -2.4966 -4.0139 -2.7332 -0.704
C 6.8413 6.3107 6.4478 -0.442
C -1.7555 -5.9145 -4.0361 0.195
C -3.2365 -9.4237 -4.3868 -0.553
H 1.2531 5.8885 -0.1950 0.318
C 0.2389 -1.9173 -0.1820 0.671
Cl -6.4119 1.4993 -0.9620 -0.159
O 4.3334 4.3289 2.6049 -0.679
H 1.6745 3.9206 1.0911 0.223
C -2.6754 0.5014 -1.0597 0.151
C -1.9405 -7.3024 -4.5048 0.711
C -0.4509 1.8014 -2.7034 0.061
C -4.9865 -8.3128 -2.5162 -0.523
C -3.8031 -6.1282 -2.6336 0.497
N -1.0729 -1.6527 -0.5479 -0.306
O -1.1663 -7.7915 -5.3182 -0.679
H -6.6717 4.2375 -0.1178 0.280
H 7.2240 4.4978 7.5445 0.452
H -6.8445 3.2507 1.4787 0.335
H 3.7685 1.9814 1.9472 0.555
H -1.8347 4.4339 -3.7703 0.324
H 0.9110 -0.1281 -2.2053 0.305
C 4.8851 2.3618 3.7636 0.217
H -1.2737 -2.2436 -2.8619 0.463
C -4.2746 -10.1924 -3.8584 -0.453
C -6.0301 3.7086 0.7387 -1.063
H -2.5591 -9.8627 -5.1172 0.450
C -4.0605 3.0843 -0.9092 -0.609
C 6.7815 4.9311 6.6492 -0.564
C -0.6584 -5.1697 -4.4883 -0.621
C 6.1374 2.6473 5.8989 0.569
C -5.1430 -9.6407 -2.9169 -0.464
H 4.9456 -1.4980 4.1794 0.392
```

***

Computed, not measured: 3 unconnected molecules or ions with the total composition C28H44F3NO13 at a distorted geometry, with ωB97M-V/def2-TZVPD.

Summary:
- SMILES: CCCCOC1=C(F)C(=O)C(CCOC(C)=O)=C(N(C(=O)F)C(=O)F)C1=O.COCCOCCOC.COCCOCCOC
- Total charge: 0

```
89
Properties=species:S:1:pos:R:3:mulliken_charge:R:1
O 2.9037 1.3761 0.7495 -0.424
H -7.1934 -0.2976 2.8731 0.342
C 2.1843 -2.1514 -2.1921 -0.140
H -1.9405 -0.7378 1.0510 0.398
H -2.1423 5.9411 -2.3966 0.114
H -5.8592 -1.7159 1.3109 0.432
H -3.6414 7.3270 0.8907 0.406
H -3.9690 4.9445 0.6884 0.419
H 6.6520 -5.8333 2.3001 0.294
H 6.8739 -6.6928 -0.1755 0.289
C 0.4892 4.6626 0.3842 -0.549
H -1.9853 8.8538 -2.2474 0.235
C 2.8317 -1.3712 -1.0641 -0.500
F 3.1963 -1.1651 2.2972 -0.200
C -3.5012 6.8768 -0.0954 -0.840
H 1.4170 -4.6637 -2.1803 0.314
H -0.8894 0.6041 1.6267 0.193
H -3.0007 2.4050 0.9093 0.076
C 7.1106 -5.5551 0.0826 -0.487
H -1.5280 -0.6060 2.7675 0.350
H -3.6130 8.1611 -2.3251 0.369
C 6.2538 -5.1252 1.4310 -0.757
C -6.1443 -0.5468 3.0769 -0.564
O -3.2181 4.6410 -1.1634 -0.429
C -1.7484 -0.0305 1.8662 -0.778
C 2.0955 -1.4489 1.3476 0.469
C 5.3624 -2.0907 -2.2001 0.075
C -2.8476 8.5522 -1.6472 -0.822
H -4.4316 6.9896 -0.6664 0.372
C -6.4058 1.3622 4.4661 -0.820
H 8.4446 -3.2958 -1.1255 0.285
C 7.2587 -3.1638 -1.0889 -0.376
H -2.2487 5.2233 0.5947 0.102
C 0.5493 -2.4430 -2.2675 -0.228
O 0.3529 -6.9498 -1.4338 -0.525
O 5.1847 -0.3778 -0.3081 -0.538
H 5.4403 -4.6989 -1.2112 0.047
F 5.4730 -3.6428 -4.3503 -0.302
H -3.2305 9.4240 -1.1040 0.321
C 2.0357 0.6844 0.0022 0.510
H -2.4049 4.3156 -2.9872 0.413
H 0.6870 5.3815 1.1819 0.306
H 6.9378 -5.1997 -2.2438 0.251
H -5.2892 1.9057 1.9492 0.147
O 2.4880 -3.2274 -4.6059 -0.528
H -5.8539 2.2466 4.7944 0.231
C 0.1613 -5.8209 -0.7176 0.584
O 6.8393 -2.2126 -2.1298 -0.369
C 6.6271 -4.6705 -1.2259 -0.133
C -3.1866 5.3859 0.0626 -0.100
H -6.1145 -1.4474 3.6956 0.402
H -0.0418 -2.0377 -1.3412 0.024
H 1.4411 4.3059 -0.0215 0.275
H -0.2796 -5.6349 1.5121 0.267
H 5.0963 -5.3010 1.3168 0.157
C -2.1507 4.8949 -2.0916 -0.376
C 4.4625 -1.2078 -1.1012 0.533
C -5.4244 -0.8126 1.7511 -0.180
O 1.1407 -2.3284 1.7544 -0.430
O -0.2551 5.3234 -0.6275 -0.322
H 8.2566 -5.3657 0.2559 0.280
C -4.9417 1.4635 1.0157 -0.340
H 1.1358 -6.8944 1.0819 0.288
H 1.5191 -5.0209 1.0574 0.057
H 6.4916 -4.0116 1.7160 0.244
C 0.6703 -5.8238 0.8472 -0.561
O -0.5307 -4.6278 -1.2948 -0.344
C 4.7085 -2.8358 -3.3499 0.427
C -3.4106 1.3911 0.9514 -0.084
O -2.8900 0.7717 2.1258 -0.343
O -5.6039 0.2131 0.7640 -0.511
N 1.8911 -0.8214 -0.0138 0.742
H -4.3664 -1.0305 1.9004 -0.046
H -6.8330 0.8591 5.3414 0.318
O -5.4970 0.4940 3.8049 -0.265
H -7.2022 1.6904 3.7905 0.372
O -2.4203 7.5583 -0.7272 -0.261
F 1.1797 1.5040 -0.9340 -0.253
H 0.1851 -1.9371 -3.2674 0.395
H -5.2776 2.1329 0.2147 0.337
H -0.0479 -4.3331 -3.4213 0.158
C 0.3765 -4.1039 -2.3317 -0.308
H -0.8529 3.4085 -1.2162 0.101
H -0.0721 4.4314 -2.4525 0.414
C 3.0706 -2.7850 -3.4595 0.547
C -0.7709 4.4278 -1.6102 -0.269
H -0.0803 3.8295 0.8123 0.125
H 6.9741 -2.7139 -0.0469 0.180
H -3.1133 0.8460 0.0484 0.314
```

***

Number 1: orbital gap 4.2 eV. Number 2: orbital gap 7.3 eV. Number 3: orbital gap 8.4 eV. Number 4: orbital gap 6.6 eV. Number 5: orbital gap 5.9 eV.